Below is a molecular structure, C32H44Br2GeIrN6SSi3, with properties calculated with ωB97M-V with the def2-TZVPD basis set.

The geometry in XYZ format:
```
90
Properties=species:S:1:pos:R:3:lowdin_charge:R:1
H -3.072 3.787 -1.487 0.133
N -0.654 1.550 -2.161 -0.052
Si -1.474 -3.237 0.528 0.498
C 4.732 1.557 -2.875 -0.064
Br -0.020 -3.875 -5.967 0.887
C -1.749 6.534 0.288 -0.052
H -1.359 -1.515 -1.796 0.071
C 3.620 1.543 -2.055 -0.110
H -2.114 5.388 3.453 0.115
C -0.597 -1.685 -2.542 -0.181
H -3.231 1.561 2.381 0.046
C 2.601 -3.510 0.734 -0.198
C 1.536 -1.181 -3.268 -0.182
C -1.843 -4.540 1.802 -0.196
H -2.379 7.451 2.119 0.116
C -0.461 0.928 3.897 -0.205
C -2.885 2.707 -3.342 -0.005
Si -1.391 -0.124 2.666 0.337
H 3.510 2.262 -1.253 0.116
H 2.685 -0.780 3.695 0.028
H -1.854 7.438 -0.297 0.115
H -2.140 -4.187 2.787 0.027
H -0.377 0.536 -3.939 0.111
C -2.734 0.821 1.751 -0.200
Si 1.871 -2.544 2.151 0.407
H 0.659 -2.891 4.250 0.042
C 0.972 -3.538 3.427 -0.189
H 1.932 -4.316 0.433 0.020
H -3.503 0.119 1.420 0.024
H -2.945 -2.049 2.953 0.011
C 1.906 1.815 1.530 -0.745
H 2.710 3.049 2.913 0.126
H -1.231 -4.374 -1.676 0.037
H 1.664 -4.275 3.847 0.060
N 0.938 2.619 1.249 0.056
H -2.928 -1.380 -0.396 0.014
H 2.766 -2.860 -0.130 0.023
C -2.040 6.541 1.644 -0.051
C 0.201 -2.722 -4.523 -0.666
Ir 0.639 0.532 -0.921 0.923
C -3.051 -2.400 -0.030 -0.209
H -2.805 -1.093 4.414 0.053
C -2.232 -1.520 3.585 -0.207
H 2.189 -2.159 -5.068 0.111
H 0.068 1.758 3.433 -0.007
C 1.398 -2.042 -4.344 -0.029
C -0.829 -2.509 -3.622 -0.088
C 4.818 0.599 -3.874 -0.668
H 3.565 -3.952 0.999 0.050
H -3.777 3.128 -3.786 0.129
C 3.796 -0.331 -4.020 -0.035
C -1.354 2.524 -1.517 -0.193
H -2.346 1.331 0.870 -0.003
H -1.071 5.376 -1.374 0.122
C -1.891 5.381 2.395 -0.048
H -1.793 -2.982 -3.742 0.125
C -2.499 3.076 -2.063 0.024
H 3.890 -1.095 2.429 0.008
H 0.111 -4.071 3.055 -0.019
H -1.539 -2.244 4.015 0.017
H 0.267 0.319 4.440 0.032
H 0.316 -3.655 -1.216 0.008
H -2.319 1.545 -5.070 0.124
H -1.346 3.313 2.379 0.088
C -1.325 5.364 -0.321 -0.036
C 3.149 -1.554 3.079 -0.241
H 3.626 1.626 2.624 0.100
Ge 0.070 -1.068 0.963 0.528
H -0.242 -5.131 -0.439 0.043
S 2.180 0.265 0.747 0.607
Br 6.287 0.548 -5.019 0.872
C 2.715 -0.263 -3.157 -0.196
H 3.667 -2.247 3.749 0.051
N 2.749 2.111 2.543 0.128
C -2.093 1.818 -4.049 -0.013
N 2.634 0.658 -2.191 -0.020
C -0.565 -4.166 -0.836 -0.211
C -0.755 2.951 -0.239 -0.179
H -2.698 -5.078 1.373 0.064
H -3.480 -3.008 -0.833 0.050
H 3.868 -1.078 -4.795 0.108
H -3.778 -2.371 0.783 0.039
N 0.205 2.172 0.171 -0.149
N 0.565 -1.052 -2.336 -0.084
C -1.001 1.248 -3.422 -0.091
C -1.455 4.214 1.792 -0.027
H -1.029 -5.254 1.906 0.037
H -1.148 1.346 4.639 0.047
H 5.505 2.299 -2.739 0.120
C -1.179 4.195 0.425 -0.180
```

frontier orbital gap (alpha / beta)	6.26 / 5.48	eV
net charge	+2
multiplicity	2
total energy	-10169.892260	Eh
LUMO energy (alpha / beta)	-5.8854 / -7.1429	eV

Below is a molecular structure, C32H44Cl5CoN8, with properties calculated with ωB97M-V with the def2-TZVPD basis set.

The geometry in XYZ format:
```
90
Properties=species:S:1:pos:R:3:lowdin_charge:R:1
C -2.616 -0.062 0.229 -0.043
H -4.571 3.253 -0.553 0.111
H -1.818 0.878 2.905 0.053
H 2.100 2.132 -0.252 0.047
C 0.106 -0.093 -3.134 -0.375
C -1.976 -1.344 0.402 -0.244
H -0.239 -1.796 -7.051 0.084
C -4.703 1.137 -0.362 -0.039
H -0.231 -4.936 2.104 0.090
H 1.554 -4.260 2.812 0.068
C 1.789 3.359 2.432 -0.051
C -1.814 -2.150 3.144 -0.032
C -0.829 -4.362 2.807 -0.044
H -5.775 -1.246 -0.479 0.116
C 1.578 -3.056 -0.271 -0.029
H 0.898 -3.557 -0.962 0.098
C -1.060 4.163 2.971 -0.033
C 4.955 -0.035 1.065 -0.709
H 1.367 -1.494 -6.376 0.077
H -0.059 0.572 -6.325 0.124
H 2.730 2.810 2.364 0.087
H 0.776 3.201 -0.769 0.090
H 0.153 -2.349 -5.415 0.072
Cl 1.073 0.265 3.315 0.754
H -0.659 4.284 3.979 0.095
C 3.734 -0.104 0.390 -0.674
C -4.078 -2.478 -0.095 -0.062
H 1.765 -2.058 -0.650 0.008
H -1.235 -1.717 -3.609 0.089
C 0.302 -1.543 -6.137 -0.062
C 2.486 -0.019 1.006 -0.242
H -1.339 -1.103 -1.955 0.052
C -4.006 -0.070 -0.113 -0.153
N -1.025 2.773 2.534 -0.133
Cl 6.451 -0.138 0.223 0.697
C 4.957 0.121 2.446 -0.713
N -0.583 -1.478 0.642 0.063
H -2.163 3.311 0.012 0.121
H 2.100 0.717 -5.612 0.120
C 1.671 2.423 -4.374 -0.055
H -2.030 -0.169 -3.281 0.106
N 0.769 0.236 -2.058 0.066
C 1.539 3.037 -0.010 -0.032
Cl 6.436 0.205 3.312 0.708
N 0.927 2.984 1.315 -0.123
H -4.610 -3.414 -0.223 0.112
H 2.236 3.874 -0.027 0.101
H 2.527 -3.581 -0.281 0.093
H -5.758 1.081 -0.608 0.116
H 1.638 0.709 -2.262 -0.012
H 2.144 -2.595 2.839 0.082
Co 0.671 -0.013 -0.024 0.656
H 2.007 4.427 2.420 0.098
C -0.142 -2.482 1.375 -0.403
C -2.687 2.360 0.002 -0.034
H -2.096 4.507 2.971 0.097
H -1.616 -1.095 2.993 0.052
C 1.944 -3.452 2.196 -0.013
H -1.257 -0.261 -5.369 0.107
H -0.462 -4.534 3.820 0.098
Cl 3.730 0.403 4.828 0.696
H 1.317 3.101 3.376 0.073
H -1.860 -4.720 2.751 0.098
C -2.706 -2.493 0.200 -0.046
Cl 3.805 -0.327 -1.346 0.698
H -0.490 4.788 2.288 0.093
H 2.885 -3.789 1.772 0.095
C -0.193 -0.213 -5.581 -0.204
C -4.719 -1.288 -0.240 -0.037
H -1.764 -2.367 4.211 0.103
N -0.611 1.385 0.681 0.048
C 1.793 0.916 -4.588 -0.199
H -2.090 2.078 4.175 0.103
N -0.801 -2.944 2.467 -0.122
C -4.051 2.330 -0.326 -0.064
C 3.742 0.210 3.119 -0.725
H -2.820 -2.376 2.785 0.096
H 2.643 2.905 -4.508 0.085
C -1.976 1.226 0.323 -0.218
H 0.971 2.854 -5.092 0.082
N 0.532 0.203 -4.375 -0.075
C -0.260 2.363 1.492 -0.448
C -1.200 -0.819 -2.991 0.023
H 2.568 0.488 -3.950 0.094
H -2.188 -3.445 0.250 0.122
H -3.043 2.136 2.677 0.099
N 1.039 -3.091 1.094 -0.109
H 1.308 2.654 -3.370 0.059
C 2.552 0.140 2.393 -0.689
C -2.058 1.920 3.097 -0.034
```

frontier orbital gap (alpha / beta)	8.08 / 7.94	eV
net charge	+1
multiplicity	4
total energy	-5367.429830	Eh
LUMO energy (alpha / beta)	-1.8656 / -1.9862	eV

Below is a molecular structure, C32H44NO6P2S2W, with properties calculated with ωB97M-V with the def2-TZVPD basis set.

The geometry in XYZ format:
```
88
Properties=species:S:1:pos:R:3:lowdin_charge:R:1
H 2.206 -1.647 1.085 0.088
P -1.377 -1.741 -0.190 0.922
C -1.524 3.252 -2.836 -0.259
H -1.247 -5.114 -1.897 0.089
C -1.742 -3.027 2.323 -0.028
H -2.507 -3.882 -2.044 0.075
H -2.216 -3.851 1.801 0.119
H -3.264 -0.126 1.456 0.065
H -1.465 5.363 -2.516 0.122
W -0.412 0.532 -0.480 1.363
H 3.077 -0.217 -2.935 0.076
C 0.560 1.272 1.950 -0.322
C 3.327 -2.073 -0.704 -0.111
H -5.037 -1.793 -2.097 0.086
H 4.152 -1.659 -1.285 0.071
C -0.522 -0.904 3.640 0.006
O -2.227 1.711 -0.814 -0.437
H 4.807 1.632 -0.111 0.058
H -2.244 -4.701 -0.504 0.077
C 1.026 3.182 3.318 -0.003
H 5.012 -0.474 0.799 0.067
O -0.086 2.636 -0.750 -0.410
C -1.377 2.514 -5.111 -0.052
C 1.805 1.407 1.320 -0.283
H 3.589 2.603 1.209 0.104
C -4.149 -0.608 1.035 -0.035
H 1.091 -3.142 0.267 0.038
C 2.637 2.459 1.702 -0.022
C -3.975 -0.931 -0.434 -0.450
H -3.699 -0.032 -0.982 0.097
H 1.671 0.843 -3.034 0.049
P 2.042 0.315 -0.133 1.018
C 0.167 2.171 2.938 -0.007
H -4.366 -1.511 1.608 0.094
H 0.720 3.877 4.090 0.126
H -1.262 -4.745 5.033 0.088
H -5.484 -2.464 -0.519 0.091
H -0.826 -2.048 5.412 0.124
H -0.815 2.083 3.384 0.130
H -0.247 -2.855 -1.916 0.107
S -1.797 0.447 -3.413 0.929
H 4.996 0.397 -1.350 0.073
N -0.328 0.257 1.454 -0.191
C -1.594 -3.089 3.703 -0.253
C 0.406 -3.881 -0.145 -0.101
O -2.014 4.166 -0.442 -0.215
C 3.014 1.290 -1.359 -0.507
H 3.647 -3.045 -0.327 0.092
H 3.922 -0.157 2.157 0.073
C -1.747 -4.290 -1.384 -0.090
C -2.082 -4.271 4.492 -0.038
C -0.696 -3.250 -0.997 -0.479
H 4.214 4.264 2.851 0.082
C 4.526 1.354 -1.124 -0.097
H -0.044 -0.093 4.172 0.110
H 2.888 5.391 2.578 0.094
H 4.954 2.092 -1.804 0.091
H 3.269 1.441 -3.488 0.090
H 2.587 2.293 -1.244 0.107
H -2.536 -5.019 3.845 0.079
H -0.021 -4.438 0.688 0.078
C -1.496 2.208 -3.767 -0.297
C 2.729 0.806 -2.784 -0.098
S -1.516 3.009 -1.091 0.577
H -1.370 1.702 -5.826 0.112
H -6.046 -0.852 -0.989 0.091
C -0.704 -0.848 2.265 -0.282
H 4.489 -1.793 1.837 0.090
H -1.177 4.054 -6.583 0.119
C 4.167 -0.864 1.364 -0.087
H 2.483 -2.233 -1.379 0.068
H 0.986 -4.576 -0.753 0.093
C -0.966 -2.016 4.338 -0.010
C -1.436 4.572 -3.252 -0.037
C -1.314 4.863 -4.604 -0.039
O -2.914 -1.905 -0.635 -0.310
O -1.442 -0.241 -4.641 -0.421
H -2.826 -3.966 5.230 0.089
C 2.273 3.343 2.706 -0.242
C 2.966 -1.155 0.465 -0.524
H -4.984 0.084 1.149 0.096
H 3.114 4.677 4.170 0.086
C -1.272 3.835 -5.528 -0.034
C 3.176 4.477 3.101 -0.033
C -1.287 -1.930 1.603 -0.279
H -1.253 5.894 -4.925 0.118
O -0.551 0.236 -2.363 -0.677
C -5.210 -1.550 -1.049 -0.031
```

frontier orbital gap (alpha / beta)	7.18 / 7.18	eV
net charge	+1
total energy	-3298.042295	Eh
LUMO energy (alpha / beta)	-3.5176 / -3.5143	eV

Below is 3 unconnected molecules or ions with the total composition C32H45Br2F7N2O8S2, with properties calculated with ωB97M-V with the def2-TZVPD basis set.

The geometry in XYZ format:
```
98
Properties=species:S:1:pos:R:3:lowdin_charge:R:1
C -1.501 3.287 4.409 -0.202
H -3.541 6.443 -1.776 0.077
C -4.130 7.159 -1.196 -0.064
C -1.135 -2.765 -3.621 0.010
C -3.677 -5.082 -2.216 -0.204
H -3.661 -8.789 -2.474 0.076
F 8.469 3.205 2.479 0.143
H -1.823 3.658 5.489 0.107
H -3.721 -2.087 -1.847 0.111
C -4.373 -6.552 -2.473 -0.216
C 0.301 -5.572 -4.705 -0.154
C -4.968 3.124 0.432 -0.455
H 4.456 1.445 7.831 0.101
H 4.248 0.814 6.010 0.097
H 6.320 -1.389 -1.206 0.083
H -4.381 -4.444 -1.509 0.132
Br 1.629 -0.378 -5.746 0.647
H -2.697 -1.062 -3.816 0.139
H 2.869 0.540 7.322 0.097
H 0.157 4.787 3.688 0.107
H -1.777 1.561 0.929 0.116
O -3.457 -4.285 -3.433 -0.159
H -4.613 -6.768 -3.609 0.114
H 1.093 1.626 6.377 0.121
C 8.575 3.014 1.133 -0.471
C 0.936 3.777 5.624 -0.164
H -4.237 0.010 1.082 0.100
O 7.766 0.778 0.940 0.010
H -3.194 6.716 0.718 0.126
H 6.944 -1.078 1.173 0.127
H -2.346 -7.496 -1.982 0.058
C 0.094 3.722 4.207 -0.220
C -2.129 0.673 1.638 -0.189
H 0.125 3.866 6.488 0.110
O -2.950 4.397 -0.142 0.139
C -2.018 -4.176 -3.766 -0.016
H 5.777 0.161 0.716 0.123
H 1.647 4.732 5.633 0.123
C -1.290 -5.565 -4.302 -0.110
H -2.649 -5.278 -1.674 0.132
C 1.812 2.374 5.832 -0.225
H -3.696 0.681 3.438 0.117
C 7.493 2.077 0.598 -0.323
O 3.277 -5.601 -6.014 -0.358
H 0.651 2.974 3.462 0.107
C -2.970 -0.196 -0.818 -0.199
H -4.765 7.507 0.826 0.127
C -4.134 4.380 0.185 -0.320
C 2.100 -0.934 -2.787 -0.624
H -3.680 8.149 -1.308 0.084
H -3.071 -1.468 1.183 0.112
H 6.838 0.267 -1.581 0.075
H -2.064 1.190 5.222 0.112
C 6.796 -0.200 0.535 -0.210
H -1.186 0.079 2.028 0.107
C 0.472 -2.804 -4.082 -0.076
C -1.744 1.669 4.188 -0.194
C -2.645 -1.638 -1.595 -0.195
C 3.038 0.425 -2.925 -0.165
N 0.678 -6.981 -5.107 -0.301
C -3.147 -0.361 0.809 -0.197
H 8.034 -0.922 -1.082 0.085
H -3.927 0.332 -1.238 0.108
H 3.448 0.810 -1.888 0.082
F -4.398 1.996 -0.078 0.103
H 3.999 0.080 -3.542 0.101
F 9.836 2.543 0.915 0.140
S -0.645 -8.120 -5.070 0.936
H -3.724 -8.014 -0.709 0.077
H -2.105 3.954 3.649 0.097
F -5.158 2.887 1.762 0.126
H 2.519 1.304 -3.502 0.070
F -6.213 3.200 -0.121 0.148
N -1.843 -6.959 -4.518 -0.294
O -4.878 5.508 0.419 0.011
F 8.533 4.254 0.569 0.141
F 3.658 -2.998 -5.962 -0.275
H -3.343 2.392 2.732 0.085
H -1.064 -0.583 -2.866 0.108
C -2.837 1.341 2.969 -0.203
C 1.411 -1.436 -4.018 -0.591
H 2.128 1.888 4.793 0.128
S 3.016 -4.338 -5.107 0.864
O 6.491 2.425 -0.023 0.138
C -4.192 6.760 0.267 -0.210
C 7.005 -0.587 -0.917 -0.061
C 3.705 1.291 6.939 -0.123
O 3.082 2.598 6.568 -0.269
C -1.881 -1.412 -3.036 -0.151
H -5.134 7.173 -1.633 0.084
H -2.038 0.482 -1.023 0.104
C 1.214 -4.184 -4.620 -0.129
H -0.710 1.211 3.889 0.088
H -5.396 -6.572 -1.861 0.109
Br 1.912 -1.855 -1.015 0.619
C -3.482 -7.816 -1.841 -0.154
H -2.119 -2.399 -0.876 0.116
O 3.908 -4.552 -3.839 -0.361
```

frontier orbital gap	6.61	eV
total energy	-8600.431741	Eh
LUMO energy	-2.4207	eV

| no. | largest force on an atom (eV/A) |
| --- | --- |
| 1 | 1.42 |
| 2 | 0.47 |
| 3 | 0.67 |
| 4 | 8.61 |